Below is the ion C5H11N2O with charge +1, with properties calculated with wB97M-V/def2-TZVPD.

Each line ends with the natural charge from an NBO analysis.
Cartesian coordinates (Å):
O 0.451 1.937 2.341  -0.5228
C 0.101 2.424 1.249  0.4214
C -0.664 1.605 0.231  -0.5180
C -0.972 0.103 0.611  -0.4007
C 0.278 -0.854 0.903  -0.2664
N -0.567 -1.781 -1.493  -0.2282
C 0.669 -1.093 -1.471  -0.0191
N 1.262 -0.680 -0.186  -0.5045
H 0.302 3.488 1.016  0.1516
H 0.211 1.378 -0.450  0.2145
H -1.408 2.107 -0.422  0.2591
H -1.342 -0.312 -0.334  0.1927
H -1.801 -0.031 1.312  0.2541
H 0.740 -0.395 1.762  0.2705
H 0.034 -1.936 1.035  0.2199
H -0.581 -2.618 -1.969  0.3957
H -0.154 -0.472 -1.989  0.4102
H 1.505 -1.417 -2.063  0.2502
H 1.936 -1.451 -0.084  0.4198

Summary:
**Charge**: +1
**Kohn-Sham gap**: 4.43 eV
**Spin multiplicity**: 1
**Highest occupied orbital energy**: -13.13 eV
**E_tot**: -10377.2478 eV



Below is a cluster of 2 separate species, C5H11N2O in total, with properties calculated with wB97M-V/def2-TZVPD.

Each line ends with the natural charge from an NBO analysis.
Cartesian coordinates (Å):
C -2.989 0.345 0.281  -0.6056
C -1.898 1.401 0.610  -0.4460
C -0.535 0.813 0.521  0.1691
C 0.425 0.931 -0.422  -0.0606
N 1.276 -0.157 -0.297  -0.4494
C 0.912 -0.888 0.732  0.2651
N -0.141 -0.286 1.281  -0.4624
H -2.659 -0.388 -0.455  0.2159
H -3.310 -0.163 1.186  0.2127
H -3.854 0.919 -0.030  0.2434
H -2.151 1.847 1.569  0.2447
H -1.917 2.188 -0.137  0.2406
H 0.567 1.659 -1.204  0.2554
H 2.097 -0.232 -0.882  0.4659
H 1.388 -1.734 1.188  0.2598
H -0.760 -0.743 1.936  0.4496
H 4.666 -2.583 -2.180  0.4894
H 4.570 -1.053 -2.068  0.4728
O 4.313 -1.877 -1.629  -0.9604

Summary:
**Charge**: +1
**Kohn-Sham gap**: 11.04 eV
**Spin multiplicity**: 1
**Highest occupied orbital energy**: -14.09 eV
**E_tot**: -10385.1525 eV



Below is a cluster of 2 separate species, C5H11N2O in total, with properties calculated with wB97M-V/def2-TZVPD.

Each line ends with the natural charge from an NBO analysis.
Cartesian coordinates (Å):
C -2.710 -0.029 -0.766  -0.5928
C -2.003 -0.900 0.270  -0.4467
C -0.506 -0.944 0.135  0.1233
C 0.260 -0.065 0.836  -0.0235
N 1.517 0.087 0.333  -0.4918
C 1.557 -0.764 -0.827  0.2528
N 0.395 -1.366 -0.913  -0.4426
H -2.594 -0.384 -1.847  0.2084
H -3.731 -0.038 -0.591  0.2308
H -2.376 0.969 -0.610  0.2093
H -2.495 -1.903 0.310  0.2417
H -2.359 -0.388 1.253  0.2540
H -0.092 0.748 1.554  0.2580
H 2.296 0.541 0.850  0.4914
H 2.498 -1.004 -1.325  0.2571
H 0.261 -1.990 -1.641  0.4434
H 3.683 2.430 1.709  0.4979
H 3.247 2.801 0.310  0.4865
O 3.152 2.199 0.960  -0.9570

Summary:
**Charge**: +1
**Kohn-Sham gap**: 10.47 eV
**Spin multiplicity**: 1
**Highest occupied orbital energy**: -13.72 eV
**E_tot**: -10384.2223 eV



Q: Look up the E_tot of the second one.
A: -10385.1525 eV



Repeat the second record exactly.
Below is a cluster of 2 separate species, C5H11N2O in total, with properties calculated with wB97M-V/def2-TZVPD.

Each line ends with the natural charge from an NBO analysis.
Cartesian coordinates (Å):
C -2.989 0.345 0.281  -0.6056
C -1.898 1.401 0.610  -0.4460
C -0.535 0.813 0.521  0.1691
C 0.425 0.931 -0.422  -0.0606
N 1.276 -0.157 -0.297  -0.4494
C 0.912 -0.888 0.732  0.2651
N -0.141 -0.286 1.281  -0.4624
H -2.659 -0.388 -0.455  0.2159
H -3.310 -0.163 1.186  0.2127
H -3.854 0.919 -0.030  0.2434
H -2.151 1.847 1.569  0.2447
H -1.917 2.188 -0.137  0.2406
H 0.567 1.659 -1.204  0.2554
H 2.097 -0.232 -0.882  0.4659
H 1.388 -1.734 1.188  0.2598
H -0.760 -0.743 1.936  0.4496
H 4.666 -2.583 -2.180  0.4894
H 4.570 -1.053 -2.068  0.4728
O 4.313 -1.877 -1.629  -0.9604

Summary:
**Charge**: +1
**Kohn-Sham gap**: 11.04 eV
**Spin multiplicity**: 1
**Highest occupied orbital energy**: -14.09 eV
**E_tot**: -10385.1525 eV



Repeat the first record exactly.
Below is the ion C5H11N2O with charge +1, with properties calculated with wB97M-V/def2-TZVPD.

Each line ends with the natural charge from an NBO analysis.
Cartesian coordinates (Å):
O 0.451 1.937 2.341  -0.5228
C 0.101 2.424 1.249  0.4214
C -0.664 1.605 0.231  -0.5180
C -0.972 0.103 0.611  -0.4007
C 0.278 -0.854 0.903  -0.2664
N -0.567 -1.781 -1.493  -0.2282
C 0.669 -1.093 -1.471  -0.0191
N 1.262 -0.680 -0.186  -0.5045
H 0.302 3.488 1.016  0.1516
H 0.211 1.378 -0.450  0.2145
H -1.408 2.107 -0.422  0.2591
H -1.342 -0.312 -0.334  0.1927
H -1.801 -0.031 1.312  0.2541
H 0.740 -0.395 1.762  0.2705
H 0.034 -1.936 1.035  0.2199
H -0.581 -2.618 -1.969  0.3957
H -0.154 -0.472 -1.989  0.4102
H 1.505 -1.417 -2.063  0.2502
H 1.936 -1.451 -0.084  0.4198

Summary:
**Charge**: +1
**Kohn-Sham gap**: 4.43 eV
**Spin multiplicity**: 1
**Highest occupied orbital energy**: -13.13 eV
**E_tot**: -10377.2478 eV



Q: What is the formula in the third record?
A: C5H11N2O